Below is the molecule C5H9NO2 in a non-equilibrium geometry, with properties calculated with wB97M-V/def2-TZVPD.

energy relative to the best compared isomer or geometry (same formula, charge and spin): 63.8 kcal per mole
LUMO: 0.6 eV

The geometry in ORCA input format:
```
! wB97M-V def2-TZVPD RIJCOSX def2/J DEFGRID3
* xyz 0 1
C 0.241 1.726 -1.528
N -0.809 0.966 -0.784
C -0.291 0.250 0.346
C -1.245 0.048 1.492
O -0.633 0.089 2.594
C 0.140 -1.241 -0.044
C 1.210 -1.782 0.960
O 1.574 -2.932 0.959
H 0.503 2.637 -1.052
H 1.155 1.234 -1.614
H -0.035 1.924 -2.521
H -1.653 0.615 -1.335
H 0.584 0.816 0.711
H -2.211 -0.233 1.243
H -0.715 -1.891 -0.058
H 0.567 -1.185 -1.035
H 1.618 -1.041 1.666
*
```

Below is the molecule C23H43N3O, with properties calculated with wB97M-V/def2-TZVPD.

energy relative to the best compared isomer or geometry (same formula, charge and spin): 0.0 kcal per mole
LUMO: 0.8 eV

The geometry in ORCA input format:
```
! wB97M-V def2-TZVPD RIJCOSX def2/J DEFGRID3
* xyz 0 1
C -5.569 -2.947 -0.735
C -4.272 -2.669 -0.033
C -3.097 -3.381 -0.642
C -4.122 -1.886 1.028
C -5.155 -1.075 1.747
C -4.896 0.422 1.534
C -5.157 0.858 0.087
C -6.610 1.278 -0.120
C -4.220 2.010 -0.297
N -2.824 1.682 -0.069
C -2.295 0.754 -1.050
C -0.908 0.277 -0.633
C 0.038 1.480 -0.510
N 1.419 1.177 -0.173
C 1.623 0.347 0.998
C 3.081 0.434 1.441
C 4.003 -0.036 0.320
C 5.468 0.163 0.693
O 5.849 0.989 1.494
N 6.312 -0.653 0.023
C 7.755 -0.597 0.156
C 8.388 -0.160 -1.163
C 8.292 -1.952 0.610
C 3.693 0.784 -0.936
C 2.208 0.679 -1.279
C -0.581 2.462 0.486
C -1.978 2.858 0.018
H -6.395 -2.378 -0.320
H -5.810 -4.008 -0.664
H -5.480 -2.701 -1.793
H -3.259 -4.459 -0.629
H -2.180 -3.160 -0.103
H -2.969 -3.080 -1.682
H -3.125 -1.765 1.434
H -5.086 -1.293 2.816
H -6.164 -1.327 1.423
H -5.523 1.004 2.211
H -3.851 0.634 1.769
H -4.954 0.007 -0.569
H -6.847 2.148 0.490
H -6.792 1.533 -1.162
H -7.283 0.471 0.157
H -4.404 2.300 -1.348
H -4.463 2.872 0.332
H -2.962 -0.107 -1.112
H -2.239 1.221 -2.053
H -0.989 -0.227 0.331
H -0.531 -0.435 -1.370
H 0.073 1.984 -1.486
H 0.981 0.703 1.803
H 1.373 -0.712 0.797
H 3.330 1.466 1.686
H 3.234 -0.175 2.333
H 3.820 -1.098 0.113
H 5.943 -1.310 -0.647
H 7.947 0.157 0.926
H 8.187 -0.892 -1.943
H 9.464 -0.064 -1.049
H 7.985 0.801 -1.474
H 7.821 -2.251 1.543
H 8.091 -2.712 -0.143
H 9.366 -1.896 0.765
H 3.936 1.829 -0.740
H 4.293 0.440 -1.782
H 1.998 1.285 -2.164
H 1.968 -0.375 -1.521
H -0.669 1.997 1.468
H 0.051 3.345 0.575
H -2.422 3.548 0.740
H -1.908 3.381 -0.955
*
```

Below is a structure of composition C2HBr3ClF in a non-equilibrium geometry, with properties calculated with wB97M-V/def2-TZVPD.

energy relative to the best compared isomer or geometry (same formula, charge and spin): 66.0 kcal per mole
LUMO (alpha / beta): -0.3 / -1.2 eV

The geometry in ORCA input format:
```
! wB97M-V def2-TZVPD RIJCOSX def2/J DEFGRID3
* xyz 0 1
C 1.406 0.258 -0.142
C -1.164 -0.381 0.223
F 1.311 0.040 -1.429
Cl 1.325 1.862 0.423
Br -1.894 1.359 0.740
Br -1.781 -0.903 -1.500
Br -1.300 -1.748 1.489
H 2.096 -0.487 0.196
*
```

Below is the molecule C20H24ClN3O3S2 in a non-equilibrium geometry, with properties calculated with wB97M-V/def2-TZVPD.

energy relative to the best compared isomer or geometry (same formula, charge and spin): 4.1 kcal per mole
LUMO: -0.9 eV

The geometry in ORCA input format:
```
! wB97M-V def2-TZVPD RIJCOSX def2/J DEFGRID3
* xyz 0 1
O 1.280 1.494 -0.669
C 0.563 0.899 -1.451
C -0.740 1.506 -1.970
C -1.896 1.072 -1.057
N -1.513 1.236 0.329
C -1.440 2.505 0.878
O -1.838 3.495 0.314
C -0.853 2.448 2.227
C -0.701 3.578 2.947
C -0.161 3.783 4.264
C 0.435 2.758 5.011
C 0.950 2.986 6.269
C 0.884 4.253 6.829
C 0.303 5.289 6.119
C -0.212 5.060 4.854
Cl -0.930 6.394 4.025
S -0.459 0.792 2.626
C -1.042 0.210 1.079
S -1.042 -1.365 0.651
N 0.816 -0.336 -1.910
C 1.901 -1.152 -1.420
C 2.620 -1.879 -2.561
C 1.644 -2.495 -3.575
N 0.449 -3.018 -2.934
C -0.656 -3.217 -3.857
C -1.895 -3.617 -3.052
O -1.673 -4.804 -2.333
C -0.583 -4.644 -1.455
C 0.687 -4.258 -2.213
H -0.944 1.196 -2.994
H -0.645 2.592 -1.928
H -2.773 1.698 -1.237
H -2.148 0.019 -1.208
H -1.053 4.468 2.436
H 0.502 1.770 4.585
H 1.405 2.175 6.817
H 1.284 4.437 7.814
H 0.246 6.279 6.542
H 0.109 -0.857 -2.408
H 1.499 -1.883 -0.710
H 2.591 -0.493 -0.889
H 3.255 -2.650 -2.125
H 3.265 -1.182 -3.096
H 1.324 -1.716 -4.273
H 2.167 -3.268 -4.163
H -0.853 -2.286 -4.396
H -0.435 -4.008 -4.595
H -2.741 -3.808 -3.714
H -2.149 -2.804 -2.354
H -0.455 -5.601 -0.947
H -0.811 -3.863 -0.714
H 1.502 -4.115 -1.503
H 0.961 -5.073 -2.906
*
```